1.
This record from the Open Molecules 2025 dataset describes a structure of composition C55H54BrN3O3P2Pd in a non-equilibrium geometry. The level of theory is the ωB97M-V functional and the def2-TZVPD basis.

Atoms and positions in Å:
Pd (-6.01, -12.85, 20.80)
C (-2.50, -9.33, 12.65)
O (-2.53, -9.66, 14.02)
C (-2.94, -8.73, 14.91)
C (-2.25, -8.73, 16.12)
C (-2.62, -7.88, 17.13)
C (-3.70, -7.02, 16.92)
C (-4.32, -6.92, 15.68)
C (-3.97, -7.76, 14.68)
N (-4.47, -6.48, 17.92)
N (-4.10, -6.74, 19.14)
C (-4.51, -7.82, 19.85)
C (-3.73, -8.07, 21.01)
C (-4.12, -8.96, 21.96)
C (-5.30, -9.77, 21.84)
O (-5.85, -10.42, 22.76)
C (-5.89, -9.76, 20.46)
N (-6.68, -10.76, 20.08)
C (-7.54, -10.54, 19.05)
C (-7.55, -9.40, 18.28)
C (-6.67, -8.37, 18.63)
C (-5.70, -8.60, 19.60)
H (-2.04, -10.19, 12.16)
H (-1.86, -8.41, 12.43)
H (-3.50, -9.18, 12.20)
H (-1.51, -9.54, 16.26)
H (-2.19, -7.88, 18.13)
H (-5.16, -6.20, 15.58)
H (-4.52, -7.69, 13.75)
H (-2.79, -7.51, 21.13)
H (-3.52, -9.10, 22.88)
H (-8.22, -11.38, 18.87)
H (-8.32, -9.33, 17.49)
H (-6.66, -7.40, 18.16)
C (-7.70, -19.86, 18.73)
C (-8.16, -18.91, 17.61)
C (-9.67, -19.11, 17.35)
C (-7.42, -19.24, 16.29)
C (-7.93, -17.42, 17.98)
C (-7.85, -16.98, 19.29)
C (-7.75, -15.62, 19.56)
Br (-8.07, -15.25, 21.41)
C (-7.46, -14.66, 18.59)
O (-7.09, -13.43, 18.87)
C (-7.67, -15.08, 17.22)
C (-7.84, -16.43, 16.96)
C (-7.69, -14.09, 16.04)
C (-8.26, -14.74, 14.75)
C (-6.24, -13.56, 15.80)
C (-8.65, -12.92, 16.43)
H (-7.65, -20.90, 18.34)
H (-8.46, -19.86, 19.57)
H (-6.68, -19.68, 19.07)
H (-9.86, -20.19, 17.21)
H (-10.00, -18.56, 16.42)
H (-10.29, -18.79, 18.20)
H (-7.39, -20.34, 16.12)
H (-6.39, -18.84, 16.30)
H (-7.99, -18.77, 15.44)
H (-7.84, -17.69, 20.10)
H (-7.88, -16.74, 15.93)
H (-7.55, -15.52, 14.34)
H (-8.36, -13.99, 13.97)
H (-9.24, -15.22, 14.90)
H (-5.60, -14.40, 15.49)
H (-5.83, -13.16, 16.74)
H (-6.18, -12.81, 14.97)
H (-9.72, -13.25, 16.64)
H (-8.73, -12.17, 15.60)
H (-8.28, -12.46, 17.35)
C (-3.71, -13.25, 23.74)
P (-5.29, -13.55, 22.83)
C (-5.12, -15.37, 22.80)
C (-4.23, -15.85, 21.85)
C (-3.83, -17.20, 21.84)
C (-4.39, -18.07, 22.74)
C (-5.31, -17.60, 23.68)
C (-5.73, -16.28, 23.68)
C (-6.58, -13.18, 24.01)
C (-7.60, -12.33, 23.64)
C (-8.50, -11.85, 24.58)
C (-8.44, -12.26, 25.89)
C (-7.45, -13.16, 26.29)
C (-6.54, -13.66, 25.34)
P (-3.07, -11.55, 24.26)
C (-1.47, -12.05, 25.12)
C (-0.81, -13.25, 24.80)
C (0.28, -13.70, 25.56)
C (0.85, -12.87, 26.52)
C (0.28, -11.63, 26.77)
C (-0.89, -11.26, 26.12)
C (-3.96, -10.99, 25.77)
C (-3.87, -11.69, 26.96)
C (-4.54, -11.21, 28.09)
C (-5.06, -9.94, 28.11)
C (-5.02, -9.16, 26.96)
C (-4.46, -9.68, 25.79)
H (-2.89, -13.68, 23.12)
H (-3.70, -13.89, 24.64)
H (-3.81, -15.16, 21.09)
H (-3.12, -17.60, 21.10)
H (-4.12, -19.12, 22.84)
H (-5.74, -18.33, 24.36)
H (-6.53, -15.99, 24.32)
H (-7.66, -12.01, 22.59)
H (-9.23, -11.09, 24.29)
H (-9.13, -11.87, 26.65)
H (-7.41, -13.57, 27.31)
H (-5.76, -14.34, 25.69)
H (-1.14, -13.94, 24.02)
H (0.71, -14.66, 25.33)
H (1.71, -13.20, 27.12)
H (0.70, -10.93, 27.50)
H (-1.39, -10.32, 26.38)
H (-3.27, -12.60, 27.01)
H (-4.63, -11.82, 29.00)
H (-5.51, -9.56, 29.02)
H (-5.41, -8.12, 26.98)
H (-4.52, -9.10, 24.84)

energy	-160619.6447	eV
spin multiplicity	3
HOMO (alpha / beta)	-6.6 / -6.6	eV

=====

2.
This record from the Open Molecules 2025 dataset describes a cluster of 3 separate species, C5H17N2O3 in total in a non-equilibrium geometry. The level of theory is the ωB97M-V functional and the def2-TZVPD basis.

Atoms and positions in Å:
N (-1.69, -0.54, 0.57)
C (-0.57, 0.48, 0.63)
C (0.78, -0.27, 0.90)
C (1.10, -1.24, -0.25)
C (2.07, -0.80, -1.31)
C (-0.90, 1.43, 1.76)
N (-0.30, 2.65, 1.87)
O (-1.89, 1.16, 2.43)
H (-2.01, -0.81, -0.39)
H (-1.46, -1.35, 1.14)
H (-2.48, -0.07, 1.03)
H (-0.52, 0.91, -0.36)
H (0.80, -0.71, 1.91)
H (1.49, 0.55, 1.11)
H (1.64, -1.95, 0.37)
H (0.26, -1.83, -0.60)
H (3.06, -0.57, -0.88)
H (1.83, 0.10, -1.87)
H (2.34, -1.61, -1.99)
H (-0.71, 3.32, 2.50)
H (0.46, 2.83, 1.24)
H (0.32, 2.66, -2.41)
H (1.24, 1.61, -1.87)
O (1.15, 2.57, -1.94)
H (-1.68, -2.60, -1.88)
H (-2.12, -3.38, -0.63)
O (-2.22, -2.53, -1.08)

energy relative to the best compared isomer or geometry (same formula, charge and spin)	86.7	kJ/mol
energy	-14577.3313	eV
charge	+1
HOMO	-14.2	eV

=====

3.
This record from the Open Molecules 2025 dataset describes a cluster of 2 separate species, C7H14N2 in total in a non-equilibrium geometry. The level of theory is the ωB97M-V functional and the def2-TZVPD basis.

Atoms and positions in Å:
C (0.51, 0.73, 0.49)
C (-2.48, 0.15, 1.05)
C (-1.58, 0.81, -1.23)
C (1.84, 0.78, -1.60)
C (2.37, -0.56, 0.57)
C (-1.62, -0.09, -0.26)
C (1.31, 0.02, -0.45)
N (0.19, 0.78, 1.67)
N (0.24, 2.04, 0.79)
H (-1.97, 0.93, 1.65)
H (-2.60, -0.76, 1.69)
H (-3.53, 0.55, 0.74)
H (-2.30, 1.72, -1.17)
H (-0.98, 0.57, -1.98)
H (-0.78, 2.27, 0.48)
H (2.48, 0.19, -2.21)
H (2.46, 1.57, -1.14)
H (1.01, 1.28, -2.25)
H (2.82, -1.47, 0.17)
H (1.96, -0.68, 1.65)
H (3.20, 0.21, 0.68)
H (-0.93, -1.02, -0.31)
H (0.75, -0.87, -0.82)

structure (SMILES)	CC(C)C1=NN1.C=CC
energy relative to the best compared isomer or geometry (same formula, charge and spin)	539.2	kJ/mol
energy	-10460.7787	eV
HOMO	-9.0	eV

=====

4.
This record from the Open Molecules 2025 dataset describes a structure of composition C6H39N2O11 in a non-equilibrium geometry. The level of theory is the ωB97M-V functional and the def2-TZVPD basis.

Atoms and positions in Å:
N (-0.37, -2.64, -0.23)
C (1.09, -2.51, -0.53)
C (1.77, -3.76, 0.02)
C (1.51, -1.16, 0.09)
N (0.88, -0.99, 1.38)
C (1.53, 1.48, 1.31)
C (0.52, 0.42, 1.70)
C (-0.82, 0.66, 1.00)
H (-0.96, -2.07, -0.84)
H (-0.79, -3.57, -0.23)
H (-0.55, -2.29, 0.73)
H (1.11, -2.65, -1.61)
H (2.77, -3.82, -0.41)
H (1.79, -4.02, 1.07)
H (1.26, -4.63, -0.41)
H (1.22, -0.39, -0.63)
H (2.60, -1.10, -0.04)
H (1.51, -1.35, 2.12)
H (1.10, 2.47, 1.21)
H (2.06, 1.30, 0.38)
H (2.40, 1.64, 1.97)
H (0.30, 0.57, 2.75)
H (-1.16, 1.69, 0.94)
H (-0.91, 0.36, -0.05)
H (-1.63, 0.07, 1.44)
H (-0.07, 4.48, -1.90)
H (-1.24, 4.91, -1.00)
O (-0.80, 4.13, -1.37)
H (-2.87, -0.23, -1.61)
H (-2.81, -1.06, -2.87)
O (-2.35, -0.96, -2.03)
H (3.05, 1.39, -2.21)
H (4.56, 1.12, -1.84)
O (3.72, 0.70, -2.06)
H (-4.48, 1.19, -1.08)
H (-3.11, 1.38, -0.40)
O (-3.85, 0.76, -0.51)
H (1.82, -3.65, 3.10)
H (2.30, -2.58, 4.06)
O (2.09, -2.73, 3.14)
H (-1.27, 0.20, -2.83)
H (-1.24, 1.26, -3.99)
O (-0.70, 0.70, -3.44)
H (4.92, -0.27, 0.64)
H (3.96, 0.51, -0.30)
O (4.24, 0.41, 0.63)
H (0.52, 2.77, -1.50)
H (0.56, 1.46, -2.44)
O (1.06, 2.06, -1.86)
H (-3.45, 2.01, 2.74)
H (-4.39, 1.08, 1.80)
O (-3.52, 1.26, 2.14)
H (-2.89, -0.82, 3.08)
H (-3.25, -2.25, 3.45)
O (-2.51, -1.63, 3.44)
H (-2.64, 2.94, -2.54)
H (-1.45, 3.22, -1.76)
O (-2.14, 2.53, -1.82)

energy relative to the best compared isomer or geometry (same formula, charge and spin)	388.5	kJ/mol
energy	-32351.2190	eV
charge	+1
HOMO	-11.7	eV

=====

5.
This record from the Open Molecules 2025 dataset describes a cluster of 7 separate species, H15NO6 in total in a non-equilibrium geometry. The level of theory is the ωB97M-V functional and the def2-TZVPD basis.

Atoms and positions in Å:
N (-1.45, -1.71, -0.16)
H (-2.05, -2.36, -0.67)
H (-1.77, -1.72, 0.80)
H (-1.61, -0.76, -0.43)
H (2.21, 1.35, -0.55)
H (2.24, 0.88, 0.86)
O (2.31, 1.69, 0.34)
H (2.13, -1.13, -1.44)
H (0.74, -0.44, -1.44)
O (1.66, -0.33, -1.20)
H (-1.93, 1.44, -0.34)
H (-2.92, 1.04, -1.49)
O (-2.64, 0.82, -0.59)
H (0.66, -0.04, 2.89)
H (0.68, -0.15, 1.36)
O (0.65, 0.49, 2.09)
H (0.01, 2.80, -0.42)
H (-1.06, 3.35, 0.53)
O (-0.94, 2.93, -0.33)
H (0.29, -2.61, -0.35)
H (1.55, -2.92, 0.70)
O (1.25, -2.63, -0.16)

structure (SMILES)	N.O.O.O.O.O.O
energy relative to the best compared isomer or geometry (same formula, charge and spin)	107.2	kJ/mol
energy	-14018.7255	eV
HOMO	-10.4	eV

=====

6.
This record from the Open Molecules 2025 dataset describes a structure of composition C20H21Br2HfN4. The level of theory is the ωB97M-V functional and the def2-TZVPD basis.

Atoms and positions in Å:
Hf (0.70, 0.25, -0.13)
N (3.00, 0.58, 0.19)
C (3.25, 0.18, 1.62)
C (2.29, 0.94, 2.49)
N (0.87, 0.53, 2.14)
H (3.53, -0.06, -0.42)
H (3.43, 1.49, 0.05)
H (4.28, 0.36, 1.90)
H (3.08, -0.90, 1.70)
H (2.37, 2.01, 2.32)
H (2.46, 0.76, 3.55)
H (0.23, 1.23, 2.51)
H (0.65, -0.31, 2.68)
Br (-5.74, -3.62, -0.27)
C (-4.43, -2.31, -0.29)
C (-3.28, -2.50, -1.06)
C (-2.30, -1.52, -1.08)
C (-2.48, -0.36, -0.34)
C (-3.62, -0.17, 0.44)
C (-4.60, -1.15, 0.46)
N (-1.47, 0.67, -0.40)
C (-1.79, 1.91, -0.48)
C (-0.75, 2.94, -0.56)
C (-1.08, 4.27, -0.65)
C (-0.07, 5.21, -0.85)
C (1.23, 4.77, -0.98)
C (1.49, 3.41, -0.88)
N (0.54, 2.50, -0.66)
H (-3.17, -3.39, -1.66)
H (-1.42, -1.65, -1.70)
H (-3.73, 0.72, 1.04)
H (-5.48, -1.02, 1.07)
H (-2.83, 2.21, -0.58)
H (-2.12, 4.57, -0.58)
H (-0.31, 6.26, -0.93)
H (2.04, 5.46, -1.17)
H (2.50, 3.05, -1.01)
Br (1.12, -6.32, -0.58)
C (1.15, -4.47, -0.63)
C (1.68, -3.82, -1.76)
C (1.70, -2.45, -1.82)
C (1.20, -1.68, -0.75)
C (0.66, -2.37, 0.37)
C (0.63, -3.75, 0.44)
H (2.06, -4.41, -2.59)
H (2.10, -1.97, -2.70)
H (0.21, -1.84, 1.23)
H (0.22, -4.26, 1.30)

energy	-168407.5338	eV
charge	+3
HOMO	-16.4	eV

=====

7.
This record from the Open Molecules 2025 dataset describes a structure of composition C2H5NOSn in a non-equilibrium geometry. The level of theory is the ωB97M-V functional and the def2-TZVPD basis.

Atoms and positions in Å:
Sn (0.28, 2.56, -2.91)
O (-0.61, 0.37, -1.34)
C (-0.12, -0.03, -0.26)
N (1.19, -0.29, -0.14)
C (-0.90, -0.33, 0.99)
H (1.61, -0.73, 0.66)
H (1.77, -0.22, -0.97)
H (-0.16, -0.77, 1.66)
H (-1.67, -1.06, 0.76)
H (-1.38, 0.48, 1.55)

energy relative to the best compared isomer or geometry (same formula, charge and spin)	60.3	kJ/mol
energy	-11503.7238	eV
charge	+2
HOMO	-19.1	eV

=====

8.
This record from the Open Molecules 2025 dataset describes a cluster of 8 separate species, C29H46O22 in total in a non-equilibrium geometry. The level of theory is the ωB97M-V functional and the def2-TZVPD basis.

Atoms and positions in Å:
C (-16.71, -32.29, -33.85)
C (-16.94, -31.44, -32.65)
C (-15.70, -31.15, -31.79)
O (-15.75, -29.75, -31.71)
C (-16.65, -29.26, -32.50)
O (-17.03, -28.07, -32.45)
O (-17.22, -30.16, -33.16)
H (-16.51, -33.34, -33.62)
H (-15.83, -32.07, -34.45)
H (-17.54, -32.13, -34.54)
H (-17.70, -31.87, -31.99)
H (-14.77, -31.46, -32.27)
H (-15.91, -31.64, -30.84)
C (-10.36, -30.28, -34.63)
C (-9.98, -31.25, -33.49)
C (-11.16, -32.04, -32.91)
O (-10.79, -33.40, -33.19)
C (-9.79, -33.44, -34.02)
O (-9.38, -34.47, -34.56)
O (-9.18, -32.27, -34.11)
H (-10.76, -30.95, -35.39)
H (-9.46, -29.77, -34.96)
H (-11.01, -29.48, -34.30)
H (-9.45, -30.63, -32.76)
H (-12.09, -31.70, -33.36)
H (-11.13, -31.92, -31.82)
C (-12.20, -28.82, -26.87)
C (-12.36, -29.76, -28.10)
C (-13.12, -29.17, -29.28)
O (-12.25, -29.34, -30.32)
C (-11.01, -29.73, -29.88)
O (-9.96, -29.82, -30.54)
O (-11.08, -29.97, -28.54)
H (-11.53, -28.00, -27.09)
H (-11.79, -29.29, -25.98)
H (-13.17, -28.44, -26.53)
H (-12.91, -30.69, -27.92)
H (-13.35, -28.11, -29.18)
H (-13.96, -29.85, -29.43)
C (-14.75, -24.56, -31.66)
C (-13.37, -25.14, -32.16)
C (-12.29, -24.07, -31.98)
O (-11.17, -24.77, -31.41)
C (-11.60, -25.88, -30.85)
O (-10.94, -26.67, -30.13)
O (-12.91, -26.08, -31.20)
H (-15.05, -23.80, -32.38)
H (-14.68, -24.28, -30.60)
H (-15.56, -25.29, -31.73)
H (-13.42, -25.52, -33.18)
H (-12.53, -23.19, -31.39)
H (-11.91, -23.60, -32.89)
C (-11.69, -29.08, -37.62)
C (-11.65, -28.28, -38.93)
C (-12.98, -27.73, -39.33)
O (-12.88, -26.39, -38.99)
C (-11.57, -26.04, -38.70)
O (-11.19, -24.97, -38.36)
O (-10.75, -27.19, -38.76)
H (-10.66, -29.39, -37.41)
H (-12.28, -29.99, -37.75)
H (-12.03, -28.48, -36.78)
H (-11.35, -28.98, -39.71)
H (-13.86, -28.22, -38.91)
H (-13.21, -27.76, -40.40)
C (-20.12, -28.05, -36.85)
C (-18.95, -28.78, -36.15)
C (-18.58, -30.14, -36.72)
O (-17.17, -30.11, -36.70)
C (-16.73, -28.84, -36.53)
O (-15.55, -28.50, -36.60)
O (-17.76, -28.06, -36.33)
H (-20.03, -27.99, -37.94)
H (-20.34, -27.05, -36.48)
H (-21.06, -28.59, -36.72)
H (-19.15, -28.75, -35.08)
H (-19.02, -30.32, -37.70)
H (-18.95, -30.96, -36.10)
C (-7.40, -25.95, -37.69)
C (-7.91, -25.65, -36.23)
C (-8.85, -24.47, -36.17)
O (-9.94, -24.95, -35.52)
C (-9.81, -26.28, -35.36)
O (-10.61, -26.99, -34.77)
O (-8.73, -26.69, -35.85)
H (-6.79, -25.14, -38.09)
H (-8.14, -25.96, -38.49)
H (-6.82, -26.86, -37.88)
H (-7.11, -25.51, -35.51)
H (-9.04, -24.11, -37.18)
H (-8.38, -23.65, -35.63)
C (-13.53, -28.70, -33.78)
O (-13.70, -29.61, -34.82)
H (-14.46, -28.17, -33.61)
H (-13.24, -29.14, -32.82)
H (-12.75, -27.96, -33.97)
H (-14.32, -29.25, -35.45)

structure (SMILES)	C[C@H]1COC(=O)O1.C[C@H]1COC(=O)O1.C[C@H]1COC(=O)O1.C[C@H]1COC(=O)O1.C[C@H]1COC(=O)O1.C[C@H]1COC(=O)O1.C[C@H]1COC(=O)O1.CO
energy relative to the best compared isomer or geometry (same formula, charge and spin)	0.0	kJ/mol
energy	-75863.2200	eV
HOMO	-9.7	eV

=====

9.
This record from the Open Molecules 2025 dataset describes a cluster of 2 separate species, C5H16N2O in total in a non-equilibrium geometry. The level of theory is the ωB97M-V functional and the def2-TZVPD basis.

Atoms and positions in Å:
C (-1.27, -1.58, -0.81)
C (-1.24, -0.45, 0.19)
C (0.06, -0.24, 0.95)
C (1.48, -0.19, 0.30)
N (2.27, 1.02, 0.66)
C (1.66, 2.30, 0.59)
N (-1.97, -2.77, -0.23)
H (-1.84, -1.39, -1.75)
H (-0.27, -1.94, -1.05)
H (-1.57, 0.52, -0.20)
H (-2.08, -0.57, 0.89)
H (-0.10, 0.71, 1.44)
H (0.23, -1.00, 1.71)
H (2.06, -1.07, 0.61)
H (1.50, -0.18, -0.79)
H (2.76, 0.87, 1.53)
H (0.62, 2.41, 0.85)
H (2.23, 3.07, 1.14)
H (1.73, 2.69, -0.46)
H (-1.37, -3.58, -0.30)
H (-2.16, -2.64, 0.76)
H (-1.48, 0.75, -2.05)
H (-0.19, 1.66, -1.78)
O (-1.06, 1.59, -2.21)

structure (SMILES)	CNCCCCN.O
energy relative to the best compared isomer or geometry (same formula, charge and spin)	160.4	kJ/mol
energy	-10470.8595	eV
HOMO	-8.8	eV

=====

10.
This record from the Open Molecules 2025 dataset describes an isolated molecule of C5H4ClNS in a non-equilibrium geometry. The level of theory is the ωB97M-V functional and the def2-TZVPD basis.

Atoms and positions in Å:
C (0.45, 0.05, 1.42)
C (-0.08, 0.14, 0.17)
C (-0.32, 1.36, -0.38)
C (-0.73, -0.08, -1.96)
C (-0.24, -0.80, -0.94)
H (0.66, -0.94, 3.57)
H (0.85, 0.99, 1.84)
H (-0.11, 2.42, -0.07)
H (-0.95, -0.61, -3.01)
N (-0.81, 1.28, -1.57)
S (0.97, -1.41, 2.14)
Cl (0.31, -2.41, -1.19)

structure (SMILES)	S/C=C1/C=NC=C1Cl
energy relative to the best compared isomer or geometry (same formula, charge and spin)	212.8	kJ/mol
energy	-30094.7721	eV
HOMO	-8.8	eV